# 1
Below is a 9-piece molecular cluster, C12H43N17O9 overall in a non-equilibrium geometry, with properties calculated with the ωB97M-V functional and the def2-TZVPD basis.

XYZ file:
```
81
Properties=species:S:1:pos:R:3:forces:R:3:mulliken_charge:R:1
C 3.609 0.739 2.030 1.12 1.57 -0.23 -0.442
C 5.024 1.265 1.562 -0.74 -1.77 0.25 0.201
C 5.843 1.818 2.739 0.26 -0.30 -0.58 -0.735
O 6.194 0.863 3.722 0.39 0.14 -0.71 -0.429
C 5.245 0.646 4.709 -1.39 -0.62 0.46 -0.711
N 5.669 0.076 0.912 -0.04 0.20 1.54 -0.749
H 3.065 0.279 1.208 0.08 0.18 -0.06 -0.287
H 3.112 1.612 2.458 -0.56 -0.05 -0.29 0.440
H 3.642 0.043 2.854 0.40 -0.40 -0.05 -0.069
H 4.965 2.077 0.838 -0.38 0.01 -0.11 0.453
H 5.292 2.651 3.211 0.45 0.02 -0.24 0.412
H 6.799 2.099 2.258 -0.32 0.44 0.61 0.379
H 4.804 -0.347 4.695 0.04 -0.43 -0.49 0.237
H 4.387 1.313 4.658 0.03 0.42 -0.09 0.312
H 5.652 0.707 5.689 0.79 0.46 0.85 0.329
H 5.790 -0.508 1.763 0.10 -0.16 -0.94 0.316
H 6.627 0.274 0.625 -0.13 0.23 -0.01 0.300
C -2.953 0.629 -3.090 0.73 0.11 0.27 0.532
O -3.929 1.399 -3.096 -0.44 -1.44 -0.33 -0.756
N -1.803 1.061 -2.536 -0.47 0.12 0.13 -0.080
N -2.864 -0.671 -3.649 1.43 1.95 1.24 -0.331
H -1.071 0.397 -2.485 0.96 -0.62 0.29 0.187
H -1.872 1.742 -1.767 0.22 -0.17 -0.83 0.219
H -2.180 -1.335 -3.279 -0.19 0.84 -0.27 0.126
H -3.686 -1.051 -3.970 -2.10 -0.87 -0.82 0.262
C 1.431 3.173 -2.779 -2.43 -1.49 1.97 0.417
O 1.384 2.138 -2.106 0.28 -0.81 0.71 -0.559
N 2.338 3.235 -3.730 2.73 2.49 -2.31 -0.494
N 0.436 4.062 -2.547 1.27 0.48 -0.79 -0.329
H 2.783 4.145 -3.964 -0.90 -0.85 0.12 0.245
H 3.056 2.551 -3.583 0.03 -0.38 -0.04 0.283
H 0.265 4.879 -3.127 -0.24 -0.50 0.58 0.173
H -0.120 3.669 -1.804 -0.82 0.75 -0.07 0.241
C 2.483 -2.270 3.368 -1.50 1.97 -0.14 0.322
O 3.326 -2.483 4.167 2.93 -1.39 2.25 -0.642
N 1.536 -1.298 3.666 -0.24 -0.04 0.83 -0.221
N 2.415 -2.798 2.144 0.18 -0.71 -2.49 -0.301
H 1.323 -1.205 4.675 0.37 -0.21 -1.19 0.225
H 0.746 -1.352 3.075 -1.20 0.17 -0.49 0.174
H 3.237 -3.268 1.755 -0.52 0.36 0.75 0.254
H 1.816 -2.365 1.439 -0.14 -0.25 0.46 0.281
C 1.088 -1.792 -2.099 -1.01 -0.39 0.98 0.354
O -0.115 -1.509 -2.128 -0.22 1.05 -0.72 -0.325
N 2.105 -0.944 -2.102 1.08 2.73 -0.01 -0.396
N 1.396 -3.070 -1.930 0.15 -2.49 0.29 -0.414
H 2.944 -1.113 -1.534 -0.77 -0.09 -0.57 0.228
H 1.796 0.041 -2.129 0.48 -0.43 -0.01 0.225
H 2.319 -3.499 -2.017 -0.80 0.43 0.21 0.202
H 0.567 -3.561 -1.597 0.80 -0.44 -0.23 0.225
C -3.382 -3.602 -0.638 0.09 1.66 0.10 0.521
O -3.808 -2.679 0.046 0.04 1.27 0.60 -0.732
N -3.903 -4.791 -0.401 -0.08 -2.29 -0.78 -0.462
N -2.391 -3.386 -1.529 0.71 -0.03 -0.79 -0.170
H -4.619 -4.673 0.300 -0.15 -0.84 -0.21 0.263
H -3.736 -5.629 -0.975 -0.36 0.84 0.85 0.195
H -2.117 -2.435 -1.694 0.10 0.39 0.73 -0.142
H -2.271 -3.877 -2.384 -0.17 -1.04 -0.24 0.334
C -6.763 -0.221 -1.137 2.23 0.56 0.50 0.474
O -7.720 -0.669 -0.619 -3.11 -1.35 1.74 -0.634
N -6.726 0.199 -2.390 -0.20 0.51 -1.80 -0.284
N -5.547 -0.078 -0.447 0.11 -0.72 0.96 -0.355
H -7.617 0.311 -2.850 0.25 -0.03 0.00 0.229
H -5.923 0.698 -2.714 0.41 0.40 -0.44 0.219
H -4.773 -0.284 -1.052 0.56 -0.05 -0.13 -0.005
H -5.525 -0.721 0.365 -0.07 0.47 -0.87 0.270
C -2.574 2.622 0.307 -1.20 0.45 1.50 -0.190
O -1.667 2.908 -0.446 0.76 0.12 -1.01 -0.601
N -2.320 2.619 1.675 -0.42 -0.33 0.08 -0.274
N -3.880 2.350 -0.085 0.61 -0.83 0.21 -0.347
H -1.365 2.737 2.004 -0.40 0.08 -0.54 0.238
H -3.038 2.890 2.328 -0.08 -0.21 -0.19 0.206
H -4.393 1.551 0.361 0.57 1.24 -0.44 0.388
H -3.983 2.291 -1.109 0.09 0.08 0.48 0.317
C -0.548 -0.626 0.772 -0.30 1.62 0.42 0.247
O -0.075 -1.722 0.959 0.37 -1.46 0.03 -0.736
N -1.897 -0.386 0.567 0.28 -0.59 -0.02 0.189
N 0.239 0.511 0.851 -0.86 0.39 -0.29 0.198
H -2.490 -1.229 0.545 0.29 0.51 0.07 0.142
H -2.299 0.455 0.973 0.34 -0.45 -0.11 0.245
H -0.034 1.272 0.251 -0.05 0.28 -0.10 0.024
H 1.232 0.449 0.991 -0.10 -0.48 -0.02 -0.051
```
Forces are in eV/Å.

Values from the calculation:
SMILES = COC[C@H](C)N.NC(N)=O.NC(N)=O.NC(N)=O.NC(N)=O.NC(N)=O.NC(N)=O.NC(N)=O.NC(N)=O
frontier orbital gap = 0.356 Ha
E_HOMO = -0.341 Eh
spin multiplicity = 1
LUMO = 0.015 hartree


# 2
Below is C18H21N2O3PtSeSi as an isolated structure, with properties calculated with the ωB97M-V functional and the def2-TZVPD basis.

XYZ file:
```
47
Properties=species:S:1:pos:R:3:forces:R:3:mulliken_charge:R:1
Pt -0.574 -0.209 -0.327 -0.04 0.02 0.12 0.210
C -2.111 4.071 0.036 0.03 0.00 -0.02 -0.642
O -0.742 4.418 0.261 0.00 0.00 0.01 -0.506
C 0.168 3.928 -0.639 -0.01 0.02 -0.02 0.634
C 0.991 4.824 -1.271 0.01 -0.01 -0.01 -0.464
C 1.983 4.388 -2.161 -0.02 0.00 0.01 -0.627
C 2.108 3.045 -2.401 -0.01 -0.01 0.02 -1.046
C 1.282 2.089 -1.771 0.05 0.00 -0.03 0.351
C 1.535 0.711 -2.119 -0.10 -0.01 0.05 -0.136
N 0.878 -0.293 -1.663 0.14 0.06 -0.02 0.587
N 1.226 -1.563 -2.091 0.03 -0.09 -0.05 -0.999
C 0.481 -2.453 -1.489 0.01 0.14 0.07 0.433
O -0.437 -2.197 -0.617 -0.07 -0.04 -0.06 -0.552
C 0.707 -3.886 -1.817 0.00 -0.05 -0.01 0.349
C -0.046 -4.858 -1.166 0.01 0.02 -0.01 -0.458
C 0.151 -6.201 -1.456 0.00 -0.01 0.01 -0.532
C 1.099 -6.581 -2.395 0.00 -0.01 0.00 -0.359
C 1.852 -5.612 -3.046 0.00 0.00 0.00 -0.566
C 1.658 -4.270 -2.759 -0.01 0.00 0.01 -0.285
C 0.291 2.518 -0.848 -0.03 0.05 0.03 0.566
O -0.515 1.772 -0.155 -0.03 -0.02 0.01 -0.614
H -2.696 4.803 0.592 -0.01 -0.02 0.00 0.255
H -2.334 3.062 0.377 0.01 -0.01 0.02 0.121
H -2.353 4.151 -1.028 0.00 0.01 0.00 0.309
H 0.850 5.876 -1.058 0.00 0.00 0.00 0.423
H 2.629 5.103 -2.654 0.01 -0.01 0.00 0.372
H 2.863 2.685 -3.091 0.00 0.00 -0.01 0.302
H 2.338 0.497 -2.821 -0.01 -0.02 -0.02 0.368
H -0.780 -4.541 -0.438 0.00 0.00 0.00 0.474
H -0.439 -6.952 -0.945 0.00 0.00 0.00 0.378
H 1.252 -7.630 -2.619 0.00 0.00 0.00 0.362
H 2.592 -5.903 -3.780 0.00 0.00 0.00 0.362
H 2.235 -3.503 -3.256 0.00 0.00 0.00 0.420
C -1.690 -0.827 4.524 -0.01 0.00 -0.04 -1.072
Si -1.480 0.458 3.159 0.01 0.08 0.08 0.658
C -2.329 2.035 3.752 0.01 -0.03 -0.03 -0.998
C 0.353 0.826 3.003 -0.02 -0.06 -0.01 -0.898
Se -2.455 -0.281 1.270 0.04 -0.08 -0.06 -0.582
H -1.331 -0.453 5.488 0.01 0.01 0.00 0.309
H -1.132 -1.731 4.273 0.00 -0.01 0.00 0.262
H -2.740 -1.107 4.632 0.00 0.01 0.01 0.273
H -1.971 2.339 4.740 0.02 0.00 0.01 0.356
H -3.412 1.897 3.805 0.01 -0.01 0.00 0.270
H -2.130 2.847 3.049 0.00 0.01 -0.01 0.187
H 0.745 1.170 3.966 0.01 0.01 -0.01 0.404
H 0.523 1.599 2.253 0.00 0.04 -0.02 0.077
H 0.906 -0.063 2.697 -0.02 0.00 0.00 0.263
```
Forces are in eV/Å.

Values from the calculation:
total charge = -1
frontier orbital gap = 0.262 Ha
E_HOMO = -0.158 Eh
spin multiplicity = 1
LUMO = 0.104 hartree


# 3
Below is a 2-piece molecular cluster, C3H9N2S overall in a non-equilibrium geometry, with properties calculated with the ωB97M-V functional and the def2-TZVPD basis.

XYZ file:
```
15
Properties=species:S:1:pos:R:3:forces:R:3:mulliken_charge:R:1
C -1.343 2.093 -0.292 1.88 -1.30 0.94 -0.214
C 2.085 -0.845 0.695 -2.15 -0.40 -0.50 -0.667
C -1.422 -0.385 -0.135 -0.93 -0.04 0.74 0.395
N -1.323 0.849 -0.099 -0.65 3.32 -0.38 0.035
N 1.556 -0.505 -0.632 1.71 0.41 -3.75 -0.624
S -2.774 -1.308 0.322 -1.06 -0.31 0.56 -0.113
H -1.556 2.562 -1.206 -0.94 0.03 -1.51 0.308
H -0.804 2.752 0.370 -0.36 0.01 0.92 0.278
H 1.989 0.074 1.213 0.05 0.84 0.97 0.290
H 1.264 -1.484 1.025 0.75 -0.45 1.06 0.219
H 3.090 -1.199 0.889 0.05 -0.64 -0.70 0.309
H -0.467 -0.799 -0.384 0.39 -1.00 -0.40 0.051
H 2.345 -0.222 -1.281 -1.25 0.10 1.13 0.246
H 1.098 -1.201 -1.280 1.05 -0.06 1.65 0.266
H -3.737 -0.380 0.793 1.46 -0.51 -0.73 0.220
```
Forces are in eV/Å.

Values from the calculation:
total charge = +1
frontier orbital gap = 0.308 Ha
E_HOMO = -0.487 Eh
spin multiplicity = 1
LUMO = -0.178 hartree


# 4
Below is CHClNO2S as an isolated structure in a non-equilibrium geometry, with properties calculated with the ωB97M-V functional and the def2-TZVPD basis.

XYZ file:
```
7
Properties=species:S:1:pos:R:3:forces:R:3:mulliken_charge:R:1
C 0.066 1.252 -0.189 -0.22 0.83 1.05 0.714
N 0.507 0.272 -1.027 0.29 -2.57 -0.85 -0.367
O -0.398 0.829 1.009 -0.65 1.71 0.99 -0.462
O 0.137 2.468 -0.354 -0.17 -1.75 -0.53 -0.596
S -0.097 -1.269 -1.127 0.28 2.06 0.24 0.060
Cl 0.041 -3.498 0.373 0.15 0.93 -0.27 -0.649
H -0.255 -0.053 1.316 0.31 -1.20 -0.62 0.300
```
Forces are in eV/Å.

Values from the calculation:
total charge = -1
frontier orbital gap (alpha / beta) = 0.251 / 0.251 Ha
E_HOMO (alpha / beta) = -0.173 / -0.174 Eh
spin multiplicity = 1
LUMO (alpha / beta) = 0.077 / 0.077 hartree


Look up the spin multiplicity of the fourth one.
1